# 1
The following is a quantum chemistry calculation of the molecule C4H6N2O, from the Open Molecules 2025 dataset.

Output
- LUMO: 0.71 eV
- DFT total energy: -9272.7404 eV
- HOMO-LUMO gap: 8.7 eV
- Relative energy (zero: lowest compared OMol25 entry of this formula, charge and spin): 0.7614 eV

The geometry in ORCA input format:
```
! RIJCOSX wB97M-V def2-TZVPD def2/J DEFGRID3
* xyz 0 1
C 2.168 -0.163 0.040
C 0.692 -0.364 -0.037
N 0.115 -0.641 -1.173
C -1.203 -0.268 -1.046
C -1.416 0.226 0.208
O -2.495 0.741 0.838
N -0.218 0.154 0.868
H 2.648 -0.825 -0.684
H 2.611 -0.290 1.030
H 2.346 0.866 -0.295
H -1.876 -0.299 -1.889
H -3.258 0.554 0.277
H -0.115 0.308 1.862
*
```

=====

# 2
The following is a quantum chemistry calculation of a cluster of 2 separate species, C16H15Cl6O7 in total at a distorted geometry, from the Open Molecules 2025 dataset.

Output
- LUMO: 0.35 eV
- DFT total energy: -106303.4479 eV
- HOMO-LUMO gap: 4.2 eV
- Relative energy (zero: lowest compared OMol25 entry of this formula, charge and spin): 0.3530 eV

The geometry in ORCA input format:
```
! RIJCOSX wB97M-V def2-TZVPD def2/J DEFGRID3
* xyz -1 1
Cl -1.471 -0.142 -0.184
C -3.087 0.150 -0.942
Cl -3.971 1.406 0.030
C -2.825 0.796 -2.315
O -2.101 1.778 -2.391
C -3.488 0.211 -3.486
Cl -3.260 1.041 -4.950
C -4.239 -0.948 -3.409
Cl -4.964 -1.594 -4.818
C -4.432 -1.615 -2.149
Cl -5.357 -3.053 -2.098
C -3.895 -1.107 -0.980
Cl -4.173 -1.859 0.513
C 0.441 1.079 5.768
C 0.540 -0.158 4.918
O 0.927 0.240 3.600
C 0.802 -0.773 2.713
C 1.246 -0.367 1.370
C 1.874 -1.462 0.623
O 2.255 -2.492 1.163
O 2.007 -1.242 -0.701
C 2.496 -2.397 -1.427
C 3.023 -1.891 -2.742
C 1.069 1.041 0.991
O 0.403 1.832 1.651
O 1.663 1.391 -0.165
C 1.326 2.730 -0.622
C 1.975 2.875 -1.974
O 0.334 -1.861 3.023
H 0.151 0.790 6.781
H 1.397 1.609 5.830
H -0.326 1.760 5.384
H 1.298 -0.848 5.316
H -0.427 -0.675 4.874
H 3.279 -2.892 -0.840
H 1.648 -3.084 -1.567
H 3.355 -2.728 -3.361
H 2.252 -1.335 -3.289
H 3.890 -1.239 -2.579
H 0.232 2.816 -0.696
H 1.721 3.461 0.100
H 1.767 3.864 -2.393
H 3.063 2.766 -1.903
H 1.584 2.124 -2.669
*
```

=====

# 3
The following is a quantum chemistry calculation of the molecule C6H4Cl4 at a distorted geometry, from the Open Molecules 2025 dataset.

Output
- LUMO: -0.34 eV
- DFT total energy: -56374.7786 eV
- HOMO-LUMO gap: 8.3 eV
- Relative energy (zero: lowest compared OMol25 entry of this formula, charge and spin): 0.0000 eV

The geometry in ORCA input format:
```
! RIJCOSX wB97M-V def2-TZVPD def2/J DEFGRID3
* xyz 0 1
C -2.752 0.784 0.702
C -1.571 0.242 1.136
C -0.385 0.179 0.217
C 0.868 -0.265 0.536
Cl 1.246 -0.796 2.137
C 1.990 -0.320 -0.411
Cl 3.559 0.065 0.225
C 1.863 -0.635 -1.740
Cl 0.358 -1.089 -2.457
Cl 3.280 -0.683 -2.768
H -3.629 0.895 1.331
H -2.898 1.161 -0.317
H -1.471 -0.124 2.167
H -0.459 0.586 -0.757
*
```

=====

# 4
The following is a quantum chemistry calculation of a structure of composition C44H35N8O3ReSSe at a distorted geometry, from the Open Molecules 2025 dataset.

Output
- LUMO (spin up / spin down): -3.77 / -4.79 eV
- DFT total energy: -142565.2906 eV
- HOMO-LUMO gap (spin up / spin down): 5.0 / 3.9 eV
- Relative energy (zero: lowest compared OMol25 entry of this formula, charge and spin): 0.9999 eV

The geometry in ORCA input format:
```
! RIJCOSX wB97M-V def2-TZVPD def2/J DEFGRID3
* xyz 1 4
Re -1.472 -1.016 0.959
C 11.502 2.484 -1.583
O 11.038 1.859 -0.372
C 9.682 1.690 -0.278
C 8.750 2.000 -1.255
C 7.403 1.662 -1.065
C 6.920 1.087 0.108
C 7.908 0.743 1.042
C 9.208 1.075 0.887
C 5.530 0.830 0.272
N 4.579 1.136 -0.615
C 3.400 0.776 -0.043
C 3.578 0.267 1.233
N 4.974 0.260 1.393
C 2.579 -0.335 2.041
C 2.764 -0.913 3.330
C 1.665 -1.504 3.914
C 0.397 -1.463 3.285
N 0.206 -0.987 2.053
C 1.291 -0.402 1.397
C 1.099 0.062 0.071
N -0.172 -0.106 -0.452
C -0.403 0.314 -1.743
C 0.603 0.940 -2.471
C 1.871 1.224 -1.928
C 2.127 0.733 -0.667
H 12.593 2.506 -1.524
H 11.151 3.511 -1.668
H 11.184 1.911 -2.450
H 9.021 2.507 -2.180
H 6.622 1.934 -1.807
H 7.673 0.178 1.939
H 9.905 0.839 1.663
H 5.507 0.068 2.217
H 3.782 -0.831 3.799
H 1.735 -1.937 4.903
H -0.519 -1.867 3.810
H -1.454 0.153 -2.069
H 0.379 1.183 -3.500
H 2.651 1.827 -2.400
C -4.137 -5.356 3.032
C -2.819 -5.183 2.610
C -2.341 -3.846 2.518
C -3.200 -2.708 2.566
C -4.524 -2.962 3.025
C -4.992 -4.266 3.289
N -2.789 -1.372 2.290
N -3.441 -0.466 2.958
C -2.959 0.755 2.640
C -3.454 1.910 3.279
C -3.034 3.160 2.849
C -2.061 3.254 1.822
C -1.498 2.141 1.211
C -1.903 0.853 1.644
H -4.564 -6.390 3.105
H -2.174 -6.047 2.336
H -1.298 -3.681 2.242
H -5.170 -2.071 3.111
H -6.005 -4.485 3.646
H -4.196 1.752 4.053
H -3.466 4.023 3.392
H -1.767 4.226 1.516
H -0.745 2.330 0.415
O -3.232 -1.107 -2.673
C -2.913 -1.718 -1.650
O -2.926 -1.110 -0.401
C -2.620 -3.177 -1.680
C -3.548 -4.007 -2.363
C -3.478 -5.407 -2.279
C -2.522 -6.041 -1.495
C -1.587 -5.268 -0.810
C -1.570 -3.843 -0.957
S -0.295 -3.049 -0.041
H -4.347 -3.578 -2.942
H -4.192 -5.989 -2.852
H -2.476 -7.134 -1.356
H -0.835 -5.699 -0.127
C -5.408 4.755 -0.861
N -5.237 4.221 -2.180
C -5.431 4.942 -3.370
C -5.090 4.125 -4.379
N -4.718 2.910 -3.850
C -4.116 1.838 -4.651
C -4.860 2.950 -2.493
Se -4.415 1.627 -1.370
H -6.493 4.971 -0.731
H -4.855 5.692 -0.791
H -5.016 4.051 -0.111
H -5.734 5.972 -3.346
H -5.018 4.341 -5.427
H -4.706 1.687 -5.582
H -3.990 0.945 -4.054
H -3.093 2.134 -4.972
*
```

=====

# 5
The following is a quantum chemistry calculation of a cluster of 3 separate species, C10H25IN2O6P3S in total, from the Open Molecules 2025 dataset.

Output
- LUMO: 2.19 eV
- DFT total energy: -72844.4437 eV
- HOMO-LUMO gap: 7.7 eV

The geometry in ORCA input format:
```
! RIJCOSX wB97M-V def2-TZVPD def2/J DEFGRID3
* xyz -1 1
O -2.258 4.528 -3.468
P -1.007 3.733 -3.300
C -1.068 2.055 -4.036
O 0.222 1.586 -4.287
P 0.806 0.626 -2.899
C 1.277 -0.436 -1.350
C 2.672 -0.903 -1.449
O 3.232 -1.418 -2.352
I 3.884 -0.554 0.384
O -0.866 -0.026 -2.870
C -1.806 0.908 -3.259
P -2.942 1.367 -1.885
S -3.703 -0.117 -0.862
H -0.614 3.597 -1.964
H 0.126 4.301 -3.902
H -1.579 2.229 -4.992
H 0.318 1.654 -1.999
H 2.099 1.244 -2.938
H 1.167 -0.414 -3.787
H 1.172 0.213 -0.478
H 0.626 -1.308 -1.247
H -2.478 0.429 -3.994
H -3.928 2.141 -2.504
H -2.217 2.259 -1.091
C 7.003 0.078 4.560
C 7.142 0.056 3.053
O 6.334 0.593 2.322
N 8.214 -0.608 2.533
C 9.265 -1.308 3.238
H 6.104 0.636 4.801
H 6.914 -0.932 4.961
H 7.862 0.563 5.027
H 8.237 -0.597 1.525
H 10.244 -0.878 3.012
H 9.285 -2.364 2.962
H 9.104 -1.240 4.309
C -7.657 -2.018 3.000
C -6.576 -1.385 2.140
O -5.597 -0.871 2.643
N -6.767 -1.427 0.794
C -7.889 -2.002 0.085
H -7.361 -1.903 4.038
H -8.620 -1.528 2.848
H -7.769 -3.079 2.776
H -6.044 -1.012 0.221
H -7.559 -2.799 -0.586
H -8.400 -1.246 -0.516
H -8.606 -2.422 0.783
*
```

=====

# 6
The following is a quantum chemistry calculation of a cluster of 4 separate species, C9H29N4O4 in total at a distorted geometry, from the Open Molecules 2025 dataset.

Output
- LUMO: -4.16 eV
- DFT total energy: -23943.8597 eV
- HOMO-LUMO gap: 7.8 eV
- Relative energy (zero: lowest compared OMol25 entry of this formula, charge and spin): 4.7422 eV

The geometry in ORCA input format:
```
! RIJCOSX wB97M-V def2-TZVPD def2/J DEFGRID3
* xyz 1 1
O -0.418 -15.395 -8.261
H -0.490 -16.198 -8.782
H 0.346 -15.543 -7.699
H -0.274 -14.639 -8.835
C -2.051 -20.589 -10.860
O -1.803 -20.212 -9.760
N -1.207 -21.408 -11.459
N -3.144 -20.330 -11.494
H -0.289 -21.637 -11.104
H -1.248 -21.500 -12.464
H -3.371 -20.796 -12.361
H -3.888 -19.962 -10.918
C -3.537 -12.022 -12.167
C -2.129 -11.542 -12.279
C -1.566 -10.673 -11.173
O -1.383 -11.140 -9.888
C -0.732 -10.225 -9.041
N -1.320 -12.775 -12.272
H -3.773 -12.452 -11.194
H -3.881 -12.760 -12.892
H -4.265 -11.220 -12.045
H -1.979 -10.978 -13.200
H -2.253 -9.859 -10.944
H -0.633 -10.240 -11.535
H -0.411 -10.550 -8.051
H -1.213 -9.262 -8.866
H 0.244 -9.933 -9.426
H -0.449 -12.618 -12.758
H -1.738 -13.371 -12.972
C 5.440 -16.639 -6.725
C 4.826 -15.411 -6.202
C 4.997 -14.300 -7.266
O 4.188 -14.435 -8.450
C 4.851 -14.058 -9.689
N 3.391 -15.682 -5.833
H 6.519 -16.696 -6.584
H 5.195 -16.815 -7.773
H 5.160 -17.522 -6.151
H 5.440 -15.020 -5.391
H 6.074 -14.274 -7.434
H 4.785 -13.345 -6.785
H 5.313 -13.072 -9.648
H 4.227 -14.174 -10.575
H 5.661 -14.784 -9.750
H 3.492 -16.455 -5.191
H 3.089 -15.010 -5.142
*
```

=====

Which of these has the lowest DFT total energy? C44H35N8O3ReSSe

=====

What is the DFT total energy in the fourth record? -142565.2906 eV

=====

Which of these has the lowest DFT total energy? C44H35N8O3ReSSe

=====

Look up the DFT total energy of the first one. -9272.7404 eV